Record 1
The molecule C5H7N3S. Source: OMol25; level of theory: wB97M-V/def2-TZVPD.

CARTESIAN COORDINATES (ANGSTROEM)
C1 -0.7109 0.2906 -1.4680
C2 -2.0309 0.5528 -1.2015
C3 -0.1836 -0.1902 -0.2793
C4 -1.2823 -0.7731 1.8343
C5 2.1967 -0.4564 -0.1276
N1 -2.3816 0.2413 0.0571
N2 -1.3747 -0.3049 0.6152
N3 0.9182 -0.6382 0.2480
S1 2.8600 1.1966 0.3259
H1 -0.1162 0.7187 -2.2980
H2 -2.6798 1.1773 -1.7179
H3 -0.2387 -1.1876 2.1191
H4 -2.1192 -0.8476 2.5886
H5 2.7507 -1.0929 0.5902
H6 2.5872 -0.5606 -1.0928
H7 1.8052 1.8740 -0.1936

* spin multiplicity: 1
* relative energy (zero: lowest compared OMol25 entry of this formula, charge and spin): 2.926 eV

Atom charges from the Löwdin analysis, given in e for atoms 1 to 8: atom 1 (C): -0.05, atom 2 (C): -0.11, atom 3 (C): -0.28, atom 4 (C): 0.13, atom 5 (C): -0.63, atom 6 (N): 0.02, atom 7 (N): -0.15, atom 8 (N): -0.02


Record 2
The molecule C3H4N2S3. Source: OMol25; level of theory: wB97M-V/def2-TZVPD.

CARTESIAN COORDINATES (ANGSTROEM)
S1 3.4816 0.3940 -0.3061
C1 1.9512 0.0850 0.0779
N1 1.1352 0.6374 0.9435
N2 -0.5066 0.4050 0.7581
C2 -1.0893 0.6509 -0.6074
C3 -0.6316 -0.6926 -0.0831
S2 -1.6070 -2.1403 0.3152
S3 1.0222 -1.2371 -0.8266
H1 1.3954 1.4806 1.4485
H2 -0.2473 0.9059 -1.3360
H3 -2.0521 1.0826 -0.6727
H4 -2.8517 -1.5715 0.2887

* spin multiplicity: 1
* relative energy (zero: lowest compared OMol25 entry of this formula, charge and spin): 2.793 eV
* SMILES: S=C1NN2C[C@@]2(S)S1

Atom charges from the Löwdin analysis, given in e for atoms 1 to 8: atom 1 (S): 0.62, atom 2 (C): -1.23, atom 3 (N): 0.01, atom 4 (N): 0.00, atom 5 (C): -0.09, atom 6 (C): -1.10, atom 7 (S): 0.74, atom 8 (S): 0.85


Record 3
A structure of composition C6H8LiO6Yb. Source: OMol25; level of theory: wB97M-V/def2-TZVPD.

CARTESIAN COORDINATES (ANGSTROEM)
O1 -1.4094 0.0669 0.7723
C1 -1.4558 -0.4039 -0.5707
C2 -2.3423 1.1557 0.9531
O2 -1.2945 -1.6059 -0.7493
O3 -2.4634 0.2227 -1.1758
C3 -2.8650 1.3971 -0.4583
H1 -1.8523 2.0495 1.3529
H2 -3.0929 0.7970 1.6646
H3 -2.3732 2.2630 -0.9187
H4 -3.9536 1.4819 -0.5094
Yb1 0.5750 0.0582 1.8082
O4 0.9118 1.4224 0.2786
O5 1.7882 0.2433 -1.3727
C4 2.8376 -0.2293 -0.4987
C5 2.4547 -1.5678 0.1335
O6 1.2516 -1.5397 0.8529
C6 0.7788 0.9809 -0.8978
H5 3.7106 -0.3729 -1.1455
H6 3.0713 0.5134 0.2764
H7 3.2959 -1.9424 0.7402
H8 2.4514 -2.2975 -0.6966
Li1 -0.0244 -2.6926 0.1607

* spin multiplicity: 1
* charge: +1
* energy: -1850.88405 a.u.

Atom charges from the Löwdin analysis, given in e for atoms 1 to 8: atom 1 (O): -0.18, atom 2 (C): -0.52, atom 3 (C): -0.09, atom 4 (O): 0.03, atom 5 (O): 0.08, atom 6 (C): -0.07, atom 7 (H): 0.13, atom 8 (H): 0.14


Record 4
A structure of composition C45H59F3NO4P2ReSi. Source: OMol25; level of theory: wB97M-V/def2-TZVPD.

CARTESIAN COORDINATES (ANGSTROEM)
Re1 1.0366 -0.0834 -0.0970
C1 -2.3462 1.3413 -0.2524
Si1 -1.4596 -0.3406 0.0193
C2 -1.9725 -0.6359 1.8278
C3 -3.3000 -0.5353 2.2195
C4 -3.6437 -0.2513 3.5287
C5 -2.6445 0.0450 4.4394
C6 -1.3144 -0.1049 4.0828
C7 -0.9731 -0.5310 2.8032
P1 0.6867 -1.0654 2.2618
C8 1.7393 -0.6950 3.7657
C9 3.2700 -0.7277 3.6866
C10 3.8176 0.0072 4.9137
C11 3.3609 -0.6663 6.2053
C12 1.8390 -0.7762 6.2378
C13 1.3399 -1.5185 4.9980
C14 0.4810 -2.9164 2.0735
C15 -0.3807 -3.6691 3.0835
C16 -0.4781 -5.1277 2.6336
C17 0.9058 -5.7668 2.5651
C18 1.7999 -5.0032 1.5930
C19 1.8782 -3.5312 1.9883
C20 -1.9025 -1.8854 -1.0215
C21 -3.0498 -2.6387 -0.8065
C22 -3.2718 -3.8186 -1.4964
C23 -2.3215 -4.2734 -2.3951
C24 -1.1717 -3.5350 -2.6211
C25 -0.9613 -2.3316 -1.9561
P2 0.4967 -1.2668 -2.2353
C26 1.7794 -2.4267 -2.9139
C27 2.0190 -3.5686 -1.9076
C28 3.4560 -3.5728 -1.4018
C29 4.4331 -3.7618 -2.5632
C30 4.0703 -2.8604 -3.7543
C31 3.0952 -1.7668 -3.3310
C32 0.0761 -0.2704 -3.7688
C33 -0.7809 -1.0628 -4.7711
C34 -2.2374 -0.6109 -4.7461
C35 -2.3503 0.8457 -5.2077
C36 -1.1327 1.6592 -4.7520
C37 -0.5718 1.0759 -3.4572
H1 -3.3954 1.2160 0.0057
H2 -2.2931 1.7631 -1.2481
H3 -1.9156 2.0623 0.4423
H4 -4.0799 -0.6602 1.4838
H5 -4.6805 -0.2037 3.8220
H6 -2.8990 0.3925 5.4291
H7 -0.5657 0.1551 4.8098
H8 1.4639 0.3572 3.9452
H9 3.6373 -0.2473 2.7807
H10 3.6385 -1.7559 3.6937
H11 3.4657 1.0428 4.9004
H12 4.9063 0.0261 4.8747
H13 3.7039 -0.0978 7.0701
H14 3.7984 -1.6654 6.2720
H15 1.4020 0.2261 6.2674
H16 1.5160 -1.3073 7.1351
H17 0.2644 -1.6792 5.0679
H18 1.8199 -2.4975 4.9612
H19 -0.0110 -3.0235 1.0925
H20 -1.3780 -3.2276 3.1451
H21 0.0598 -3.6471 4.0774
H22 -0.9506 -5.1730 1.6502
H23 -1.1048 -5.6814 3.3324
H24 0.8165 -6.8048 2.2442
H25 1.3584 -5.7650 3.5592
H26 1.3967 -5.0990 0.5832
H27 2.8019 -5.4336 1.5984
H28 2.4834 -2.9674 1.2683
H29 2.3642 -3.4627 2.9623
H30 -3.7720 -2.3079 -0.0782
H31 -4.1681 -4.3946 -1.3175
H32 -2.4697 -5.2093 -2.9133
H33 -0.4326 -3.9309 -3.2993
H34 1.3217 -2.8206 -3.8337
H35 1.8159 -4.5314 -2.3796
H36 1.3340 -3.4543 -1.0602
H37 3.5860 -4.3800 -0.6824
H38 3.6611 -2.6330 -0.8843
H39 4.4211 -4.8066 -2.8780
H40 5.4443 -3.5384 -2.2201
H41 3.6120 -3.4500 -4.5499
H42 4.9675 -2.4046 -4.1699
H43 2.9377 -1.0777 -4.1594
H44 3.5308 -1.2041 -2.5109
H45 1.0507 -0.0857 -4.2304
H46 -0.7287 -2.1333 -4.5798
H47 -0.3780 -0.8915 -5.7717
H48 -2.6287 -0.7320 -3.7332
H49 -2.8339 -1.2479 -5.3984
H50 -3.2698 1.2747 -4.8086
H51 -2.4193 0.8816 -6.2960
H52 -1.4100 2.7029 -4.6080
H53 -0.3525 1.6328 -5.5155
H54 -1.3857 0.9417 -2.7484
H55 0.1529 1.7601 -3.0222
F1 3.6112 0.6930 -1.0292
C38 2.3293 0.9984 -1.3219
F2 2.3021 1.0182 -2.6770
F3 2.1311 2.2917 -0.9661
O1 2.5854 0.7102 1.2380
C39 1.9597 1.7145 1.6787
O2 0.7371 1.8335 1.4407
C40 2.7521 2.6844 2.4808
C41 4.0923 2.8624 2.1402
C42 4.8934 3.7295 2.8634
C43 4.3723 4.3990 3.9559
C44 3.0407 4.2029 4.2958
C45 2.2150 3.3625 3.5630
N1 2.5103 4.8651 5.4707
O3 1.4532 4.4542 5.8985
O4 3.1564 5.7682 5.9474
H56 4.4994 2.3153 1.3026
H57 5.9263 3.8731 2.5906
H58 4.9718 5.0548 4.5689
H59 1.1812 3.2368 3.8510

* spin multiplicity: 2
* charge: +1
* energy: -3455.68395 a.u.
* ⟨S²⟩: 0.766

Atom charges from the Löwdin analysis, given in e for atoms 1 to 8: atom 1 (Re): 1.20, atom 2 (C): -0.16, atom 3 (Si): 0.62, atom 4 (C): -0.30, atom 5 (C): -0.10, atom 6 (C): -0.05, atom 7 (C): -0.05, atom 8 (C): -0.07


Record 5
A structure of composition C7H22AgBrN5O4. Source: OMol25; level of theory: wB97M-V/def2-TZVPD.

CARTESIAN COORDINATES (ANGSTROEM)
Ag1 25.0166 -7.7412 3.3524
C1 23.8422 -5.5571 5.6730
O1 23.5195 -6.2581 4.5623
H1 24.6142 -6.0983 6.2201
H2 24.4026 -4.6562 5.4233
H3 23.0113 -5.3592 6.3501
Br1 23.1792 -10.0858 3.0073
C2 24.9976 -11.4660 7.2821
C3 25.4207 -10.0463 6.6764
C4 26.3005 -10.0448 5.3209
O2 26.5819 -8.7558 4.7482
C5 27.5450 -8.0392 5.4493
N1 24.2707 -9.1895 6.6553
H4 24.5792 -11.5058 8.2878
H5 25.8139 -12.1454 7.5278
H6 24.4203 -12.0021 6.5289
H7 26.0613 -9.6208 7.4488
H8 25.7973 -10.6769 4.5893
H9 27.2525 -10.5328 5.5300
H10 27.3580 -6.9678 5.3768
H11 28.5232 -8.1600 4.9838
H12 27.5668 -8.2347 6.5214
H13 24.5845 -8.3483 6.1928
H14 23.7012 -9.6234 5.9428
C6 25.6689 -6.7236 0.3782
O3 24.9786 -7.4754 1.0673
N2 25.4475 -5.4728 0.2965
N3 26.6173 -7.0312 -0.4845
H15 25.9627 -4.9372 -0.3875
H16 24.7010 -5.2083 0.9234
H17 27.0218 -6.2644 -1.0027
H18 27.0376 -7.9495 -0.4813
C7 27.3019 -4.9572 3.1740
O4 27.0500 -6.1554 2.9580
N4 28.3933 -4.3565 2.7264
N5 26.3918 -4.1254 3.6098
H19 28.4069 -3.3658 2.9225
H20 28.9486 -4.8761 2.0617
H21 25.5683 -4.4160 4.1174
H22 26.5096 -3.1421 3.4117

* spin multiplicity: 2
* energy: -3575.55349 a.u.
* ⟨S²⟩: 0.756

Atom charges from the Löwdin analysis, given in e for atoms 1 to 8: atom 1 (Ag): 0.68, atom 2 (C): -0.22, atom 3 (O): -0.12, atom 4 (H): 0.10, atom 5 (H): 0.05, atom 6 (H): 0.10, atom 7 (Br): -0.44, atom 8 (C): -0.05


Record 6
A structure of composition C45H35N2O2P2SSbSe4Tc. Source: OMol25; level of theory: wB97M-V/def2-TZVPD.

CARTESIAN COORDINATES (ANGSTROEM)
Tc1 -0.6627 0.6045 0.0124
O1 1.4943 -1.1150 1.7906
S1 0.0359 -0.9098 1.7571
C1 -0.5916 -2.5716 1.5427
C2 -0.2000 -3.6224 2.3570
C3 -0.5530 -4.9113 1.9918
C4 -1.2660 -5.1419 0.8191
C5 -1.6853 -4.0803 0.0349
C6 -1.3314 -2.7800 0.3874
P1 -2.0592 -1.3393 -0.4432
C7 -1.6849 -1.3825 -2.2148
C8 -0.7920 -2.3009 -2.7674
C9 -0.4728 -2.2187 -4.1142
C10 -1.0455 -1.2358 -4.9094
C11 -1.9528 -0.3321 -4.3670
C12 -2.2544 -0.3882 -3.0190
C13 -3.8009 -1.8280 -0.2480
C14 -4.7235 -1.7228 -1.2867
C15 -6.0141 -2.2005 -1.1163
C16 -6.3859 -2.7984 0.0767
C17 -5.4690 -2.9020 1.1167
C18 -4.1871 -2.4101 0.9633
C19 -0.3436 -0.2492 3.3845
C20 0.2618 -0.7337 4.5316
C21 0.2144 0.0260 5.6911
C22 -0.3650 1.2874 5.6708
C23 -0.9927 1.7591 4.5243
C24 -1.0216 0.9754 3.3781
P2 -1.9838 1.3588 1.8765
C25 -2.4378 3.1072 1.8034
C26 -3.0948 3.7269 2.8688
C27 -3.4878 5.0495 2.7561
C28 -3.2819 5.7462 1.5716
C29 -2.6793 5.1153 0.4937
C30 -2.2573 3.8006 0.6097
C31 -3.5967 0.6352 2.2791
C32 -4.6185 0.8720 1.3547
C33 -5.9191 0.5170 1.6566
C34 -6.2051 -0.0811 2.8788
C35 -5.1939 -0.3222 3.7958
C36 -3.8851 0.0347 3.5016
H1 0.3693 -3.4412 3.2582
H2 -0.2693 -5.7426 2.6225
H3 -1.5162 -6.1533 0.5292
H4 -2.3035 -4.2500 -0.8381
H5 -0.3518 -3.0792 -2.1572
H6 0.2304 -2.9211 -4.5414
H7 -0.7810 -1.1622 -5.9556
H8 -2.4193 0.4127 -4.9985
H9 -2.9245 0.3419 -2.5784
H10 -4.4371 -1.3041 -2.2408
H11 -6.7257 -2.1199 -1.9268
H12 -7.3847 -3.1957 0.1969
H13 -5.7539 -3.3791 2.0446
H14 -3.4902 -2.4908 1.7876
H15 0.7859 -1.6799 4.5262
H16 0.6648 -0.3474 6.6003
H17 -0.3202 1.9144 6.5510
H18 -1.4308 2.7458 4.5251
H19 -3.3382 3.1695 3.7638
H20 -3.9849 5.5282 3.5888
H21 -3.6253 6.7678 1.4825
H22 -2.5613 5.6399 -0.4454
H23 -1.8274 3.2935 -0.2414
H24 -4.3834 1.3656 0.4170
H25 -6.7136 0.7074 0.9478
H26 -7.2247 -0.3502 3.1205
H27 -5.4193 -0.7729 4.7531
H28 -3.1075 -0.1295 4.2362
O2 -0.5274 1.5773 -1.4979
C37 -0.2003 2.7796 -1.9848
C38 -0.5539 3.1461 -3.2821
C39 -0.2390 4.4007 -3.7582
C40 0.4561 5.3010 -2.9545
C41 0.8487 4.9300 -1.6853
C42 0.5301 3.6702 -1.1715
C43 1.0299 3.2102 0.1089
N1 0.7821 2.0358 0.7156
C44 1.5918 1.9854 1.8300
C45 2.3128 3.1330 1.9118
N2 1.9487 3.8832 0.8332
H29 -1.1015 2.4354 -3.8858
H30 -0.5403 4.6867 -4.7562
H31 0.6944 6.2861 -3.3297
H32 1.3945 5.6430 -1.0810
H33 1.6101 1.1441 2.4936
H34 3.0449 3.4550 2.6306
H35 2.3200 4.7925 0.6103
Se1 2.9248 -2.2798 -3.3635
Sb1 4.5995 -3.4493 -2.1861
Se2 1.7610 -0.4348 -1.5230
Se3 3.5295 -0.4062 -0.2094
Se4 4.0064 -2.5611 0.3181

* spin multiplicity: 1
* charge: +3
* energy: -13002.64314 a.u.

Atom charges from the Löwdin analysis, given in e for atoms 1 to 8: atom 1 (Tc): 0.85, atom 2 (O): -0.57, atom 3 (S): 0.80, atom 4 (C): -0.34, atom 5 (C): -0.03, atom 6 (C): -0.02, atom 7 (C): -0.01, atom 8 (C): -0.06


Record 7
A structure of composition C31H25IIrN7O8. Source: OMol25; level of theory: wB97M-V/def2-TZVPD.

CARTESIAN COORDINATES (ANGSTROEM)
Ir1 -0.9852 1.2353 0.4249
O1 4.7308 2.7773 1.3913
C1 3.4484 2.4356 1.2438
C2 2.7516 1.6855 2.1995
C3 1.4357 1.3914 1.9392
N1 0.8639 1.8200 0.8228
C4 1.5141 2.4798 -0.1305
C5 2.8237 2.8361 0.0528
C6 0.6937 2.6426 -1.3923
O2 1.0510 3.2721 -2.3400
O3 -0.4789 1.9731 -1.3556
C7 0.4974 0.5361 2.7661
O4 0.7667 0.1424 3.8627
O5 -0.6424 0.2565 2.1237
H1 5.0890 2.4498 2.2256
H2 3.2166 1.3121 3.1029
H3 3.3723 3.3639 -0.7140
O6 -2.1364 -1.9212 0.4575
C8 -0.9768 -1.7752 0.1314
N2 -0.0313 -2.7404 0.0494
C9 1.2623 -2.2597 -0.3972
C10 0.9012 -0.7968 -0.7133
O7 1.6602 0.0087 -1.2014
N3 -0.3810 -0.5607 -0.2805
C11 2.2890 -2.1529 0.7306
C12 3.5710 -1.6841 0.4379
C13 4.4913 -1.4952 1.4537
C14 4.1425 -1.7618 2.7746
C15 2.8679 -2.2140 3.0696
C16 1.9417 -2.4080 2.0500
C17 1.7319 -3.0183 -1.6292
C18 2.7190 -3.9908 -1.5558
C19 3.0717 -4.7160 -2.6875
C20 2.4432 -4.4719 -3.8970
C21 1.4509 -3.5026 -3.9751
C22 1.0975 -2.7840 -2.8466
H4 -0.2555 -3.7068 0.2150
H5 3.8400 -1.4654 -0.5872
H6 5.4887 -1.1483 1.2140
H7 4.8666 -1.6231 3.5672
H8 2.5811 -2.4105 4.0938
H9 0.9423 -2.7404 2.2973
H10 3.2175 -4.1894 -0.6161
H11 3.8419 -5.4726 -2.6186
H12 2.7243 -5.0326 -4.7784
H13 0.9589 -3.3049 -4.9183
H14 0.3241 -2.0257 -2.9147
I1 -1.3859 2.9528 3.8533
C23 -2.0907 3.7636 2.0845
C24 -2.8130 4.9439 2.2134
C25 -3.2312 5.6264 1.0893
C26 -2.9053 5.1084 -0.1514
C27 -2.2073 3.9255 -0.2122
N4 -1.7970 3.2384 0.8726
H15 -3.0220 5.3189 3.2039
H16 -3.7902 6.5475 1.1834
H17 -3.1911 5.5980 -1.0707
H18 -1.9722 3.4864 -1.1701
C28 -5.1689 -1.3157 -2.0866
N5 -4.4553 -0.5394 -1.0965
C29 -4.9238 -0.4191 0.2727
C30 -3.8719 0.4798 0.8868
O8 -3.8440 0.9248 1.9998
N6 -2.9063 0.7169 -0.0918
C31 -3.2840 0.0788 -1.2211
N7 -2.5585 0.1047 -2.3314
H19 -5.2853 -2.3422 -1.7385
H20 -4.6323 -1.3362 -3.0312
H21 -6.1535 -0.8837 -2.2660
H22 -4.9073 -1.3828 0.7859
H23 -5.9180 0.0233 0.3345
H24 -1.6634 0.5803 -2.3298
H25 -2.8157 -0.4441 -3.1308

* spin multiplicity: 2
* charge: +1
* ⟨S²⟩: 0.754
* relative energy (zero: lowest compared OMol25 entry of this formula, charge and spin): 0.000 eV

Atom charges from the Löwdin analysis, given in e for atoms 1 to 8: atom 1 (Ir): 1.66, atom 2 (O): 0.12, atom 3 (C): -0.25, atom 4 (C): 0.11, atom 5 (C): -0.16, atom 6 (N): -0.03, atom 7 (C): -0.15, atom 8 (C): 0.12


Record 8
A cluster of 13 separate species, H26O13 in total. Source: OMol25; level of theory: wB97M-V/def2-TZVPD.

CARTESIAN COORDINATES (ANGSTROEM)
O1 -2.0244 -1.2893 0.8540
H1 -2.6954 -0.7023 1.2490
H2 -1.9274 -1.9303 1.5480
O2 -0.8424 2.2737 1.1400
H3 -1.3304 2.0177 1.8870
H4 -1.4504 2.3017 0.4000
O3 -0.4974 -0.5443 3.7490
H5 -0.1814 -1.3063 3.2520
H6 -1.2554 -0.3103 3.2730
O4 -0.2524 -3.3863 -0.0730
H7 -0.0004 -3.1263 0.7750
H8 0.3956 -3.7963 -0.6120
O5 2.2326 0.6517 2.0580
H9 1.5166 0.4167 1.5030
H10 2.4566 1.5137 1.7460
O6 0.3766 -0.1153 0.3420
H11 -0.2684 -0.7943 0.5310
H12 -0.2074 0.6587 0.2170
O7 0.1446 -1.0683 -2.2640
H13 -0.6204 -0.7343 -2.7480
H14 0.0396 -0.6843 -1.3960
O8 0.6236 1.8337 -1.9510
H15 -0.1534 1.3167 -1.7240
H16 0.4356 2.7457 -1.8900
O9 2.5006 -1.8423 -0.7930
H17 2.4116 -1.8923 0.1740
H18 2.2476 -0.9333 -0.9600
O10 -1.7724 0.7927 -1.2530
H19 -2.4114 0.4327 -0.6500
H20 -2.3614 1.1817 -1.8690
O11 1.8046 3.1077 0.7070
H21 1.8116 4.0217 0.5810
H22 0.9036 2.9397 0.9830
O12 -3.1434 -2.2153 -1.6960
H23 -2.6654 -1.8903 -0.8980
H24 -2.6084 -2.6983 -2.3530
O13 3.0656 0.7827 -1.5630
H25 2.1656 1.1367 -1.4370
H26 3.5376 1.1347 -0.8380

* spin multiplicity: 1
* relative energy (zero: lowest compared OMol25 entry of this formula, charge and spin): 3.377 eV

Atom charges from the Löwdin analysis, given in e for atoms 1 to 8: atom 1 (O): -0.04, atom 2 (H): 0.09, atom 3 (H): 0.07, atom 4 (O): 0.00, atom 5 (H): 0.04, atom 6 (H): 0.05, atom 7 (O): 0.00, atom 8 (H): 0.04